1.
Below is C23H16AsO5V as an isolated structure in a non-equilibrium geometry, with properties calculated with ωB97M-V with the def2-TZVPD basis set.

As for the spin multiplicity: 3. Its expectation value of S² is 2.043. For the HOMO energy (alpha / beta), the calculation gives -15.21 / -15.14 eV. The calculation puts the largest force on an atom at 8.2 eV Å⁻¹. As for the total charge: +2.

Element x y z (Å)
O (3.629024, 0.822045, -1.337194)
C (2.523553, 0.622058, -0.923249)
V (-0.438913, -0.138036, 0.111593)
O (1.705429, -1.398657, 2.319390)
C (1.106453, -0.940935, 1.433844)
C (-1.903195, 0.946615, -0.672932)
O (-2.440161, 1.888218, -1.068253)
C (-0.139030, -1.750377, -1.235975)
O (-0.188081, -2.707263, -1.932087)
C (-0.113602, 1.662239, 0.940006)
O (-0.249414, 2.759288, 1.317764)
H (0.091083, 0.105468, -1.215809)
C (-1.471928, -3.811544, 5.070010)
C (-0.846395, -4.107984, 3.851524)
C (-0.948676, -3.254734, 2.744334)
C (-1.787889, -2.121228, 2.892188)
C (-2.367120, -1.740016, 4.131902)
C (-2.193443, -2.619974, 5.204588)
As (-2.164705, -0.995205, 1.344681)
C (-3.315907, -2.110006, 0.227769)
C (-3.403998, -1.935696, -1.139772)
C (-4.089131, -2.876048, -1.910099)
C (-4.665724, -3.969616, -1.262383)
C (-4.595257, -4.142717, 0.123223)
C (-3.907873, -3.181993, 0.878671)
C (-3.175074, 0.515310, 2.076315)
C (-4.459656, 0.686787, 1.573414)
C (-5.240223, 1.734625, 2.080868)
C (-4.695040, 2.558416, 3.071027)
C (-3.381149, 2.416206, 3.522185)
C (-2.608081, 1.375665, 3.003528)
H (-1.298132, -4.460476, 5.905843)
H (-0.263564, -5.030221, 3.703649)
H (-0.532637, -3.466051, 1.780521)
H (-2.993848, -0.875000, 4.225382)
H (-2.649620, -2.375188, 6.176588)
H (-2.927088, -1.031128, -1.601575)
H (-4.136346, -2.714429, -2.979288)
H (-5.154756, -4.715843, -1.893448)
H (-5.064474, -5.005258, 0.589591)
H (-3.862468, -3.316961, 1.987809)
H (-4.895331, 0.016266, 0.804734)
H (-6.264061, 1.897892, 1.741981)
H (-5.256727, 3.396210, 3.468965)
H (-2.917201, 3.052499, 4.273658)
H (-1.570313, 1.180441, 3.342028)

Cartesian forces (eV/Å) of the 6 atoms listed first:
-7.57 -1.34 2.76
7.52 1.31 -2.63
4.44 -1.32 0.95
-2.61 2.31 -4.45
2.79 -2.70 4.95
-1.96 4.30 -2.40

2.
Below is a single C22H26N2O6 molecule, with properties calculated with ωB97M-V with the def2-TZVPD basis set.

For the HOMO energy, the calculation gives -8.25 eV. The calculation puts the largest force on an atom at 0.5 eV Å⁻¹. Its structure (SMILES) is COc1ccccc1OCC(=O)N1CCN(C(=O)COc2ccccc2OC)CC1.

Element x y z (Å)
C (3.103898, -3.752020, -0.638821)
O (2.103415, -3.605470, 0.337987)
C (0.816280, -3.427581, -0.076938)
C (0.398874, -3.366528, -1.395261)
C (-0.939498, -3.151694, -1.698362)
C (-1.863725, -2.998456, -0.688156)
C (-1.463473, -3.059425, 0.640798)
C (-0.134652, -3.274863, 0.956337)
O (0.378538, -3.344477, 2.224021)
C (-0.448496, -2.985135, 3.305022)
C (-1.031004, -1.567735, 3.248052)
O (-2.209107, -1.384958, 3.498394)
N (-0.195974, -0.553975, 2.946585)
C (1.218513, -0.619882, 2.652472)
C (1.467089, -0.138480, 1.219073)
N (0.911100, 1.187160, 1.032801)
C (1.738975, 2.218216, 0.774868)
O (2.947094, 2.081076, 0.697559)
C (1.111002, 3.601903, 0.569443)
O (-0.052527, 3.626273, -0.220835)
C (0.020602, 3.165178, -1.508999)
C (1.185674, 2.835441, -2.175790)
C (1.134832, 2.393950, -3.491676)
C (-0.076546, 2.280059, -4.137769)
C (-1.254950, 2.598597, -3.475609)
C (-1.223166, 3.036575, -2.163144)
O (-2.314775, 3.357582, -1.409997)
C (-3.583944, 3.272785, -2.008131)
C (-0.504125, 1.239983, 1.325396)
C (-0.737448, 0.778567, 2.768243)
H (3.180488, -2.862561, -1.273191)
H (4.033922, -3.881159, -0.087789)
H (2.930432, -4.632616, -1.265748)
H (1.108799, -3.477892, -2.198907)
H (-1.245733, -3.102828, -2.731966)
H (-2.904000, -2.829037, -0.918675)
H (-2.199184, -2.931508, 1.417786)
H (0.183155, -3.079452, 4.194315)
H (-1.295938, -3.674903, 3.408662)
H (1.599884, -1.631703, 2.765213)
H (1.745419, 0.044301, 3.349025)
H (2.537836, -0.088749, 1.017263)
H (0.989483, -0.823359, 0.510731)
H (0.807723, 4.007156, 1.540624)
H (1.892946, 4.251647, 0.155842)
H (2.141432, 2.913278, -1.683943)
H (2.052477, 2.142632, -4.000389)
H (-0.120596, 1.939355, -5.160907)
H (-2.194103, 2.495997, -3.995311)
H (-3.670428, 3.943792, -2.868986)
H (-3.814682, 2.248899, -2.321228)
H (-4.291293, 3.581129, -1.239909)
H (-0.901549, 2.241718, 1.181492)
H (-1.024035, 0.557744, 0.641688)
H (-1.804348, 0.741856, 2.992552)
H (-0.240583, 1.463599, 3.464192)

Cartesian forces (eV/Å) of the 6 atoms listed first:
0.18 -0.01 -0.19
-0.44 0.07 0.19
0.03 -0.02 0.21
0.26 -0.03 0.12
-0.19 0.04 0.01
0.00 0.01 -0.20